{"formula": "C18H29N5O3", "method": "wB97M-V/def2-TZVPD", "elements": ["C", "H", "H", "H", "O", "C", "N", "C", "N", "C", "H", "C", "H", "H", "C", "C", "O", "N", "H", "C", "H", "H", "C", "C", "C", "C", "C", "C", "H", "H", "H", "H", "H", "H", "H", "H", "H", "H", "H", "C", "H", "C", "H", "H", "H", "H", "H", "N", "C", "N", "O", "C", "H", "H", "H"], "positions_angstrom": [[5.062788, 4.649949, -0.990376], [5.897708, 4.463027, -1.668108], [4.236551, 5.070976, -1.566361], [5.360159, 5.328739, -0.193859], [4.664654, 3.452901, -0.345276], [4.263131, 2.468241, -1.136181], [3.907669, 1.355599, -0.518881], [3.495153, 0.368438, -1.321594], [3.152222, -0.794131, -0.762226], [3.102012, -0.954369, 0.675187], [3.129468, 0.045720, 1.110766], [1.830025, -1.707320, 1.078926], [1.980844, -2.786853, 1.062347], [1.548492, -1.432367, 2.095555], [0.701317, -1.360961, 0.107511], [-0.612328, -1.990004, 0.562635], [-0.670295, -3.081571, 1.088072], [-1.706099, -1.250577, 0.277484], [-1.597762, -0.337092, -0.131596], [-3.043800, -1.670060, 0.626843], [-2.967609, -2.724222, 0.903689], [-3.690923, -1.577449, -0.251711], [-3.633850, -0.871800, 1.797102], [-3.870000, 0.591986, 1.419798], [-4.477386, 1.363873, 2.588245], [-5.787646, 0.722684, 3.032222], [-5.556030, -0.734900, 3.416644], [-4.949876, -1.506740, 2.248380], [-4.774639, -2.543813, 2.540475], [-5.652661, -1.508418, 1.411493], [-6.499467, -1.196866, 3.714004], [-4.877236, -0.780436, 4.271081], [-6.202419, 1.271659, 3.879864], [-6.511006, 0.771851, 2.214965], [-4.649810, 2.401666, 2.294983], [-3.774194, 1.365076, 3.424235], [-2.928478, 1.063750, 1.128822], [-4.549479, 0.637428, 0.564543], [-2.920186, -0.912768, 2.627033], [1.043634, -1.909785, -1.290995], [0.698029, -2.941695, -1.370287], [2.563757, -1.865490, -1.524295], [2.791439, -1.702598, -2.576777], [3.024406, -2.801957, -1.197355], [0.528155, -1.319447, -2.049626], [0.599440, -0.271867, 0.061234], [3.991168, -1.499776, 1.013095], [3.425678, 0.468184, -2.660877], [3.817300, 1.625798, -3.154867], [4.246230, 2.666645, -2.449052], [3.790460, 1.813043, -4.468732], [3.345676, 0.719087, -5.247521], [2.322205, 0.445607, -4.981458], [3.392931, 1.053006, -6.281799], [3.990482, -0.149602, -5.097422]], "atomic_forces_ev_per_a": [[0.14, 0.43, -0.21], [-0.06, 0.06, 0.06], [0.09, 0.00, 0.06], [-0.02, -0.05, -0.04], [-0.07, -0.26, 0.19], [-0.24, -0.48, -0.56], [0.06, 0.03, 0.38], [0.37, 0.66, -0.13], [-0.06, -0.10, 0.03], [0.05, 0.03, 0.43], [0.00, -0.21, 0.03], [-0.10, 0.12, -0.12], [-0.03, -0.02, 0.05], [0.06, -0.07, 0.03], [-0.02, -0.40, 0.21], [0.34, 0.56, -0.24], [0.09, -0.39, 0.20], [-0.37, 0.35, -0.15], [0.18, -0.10, 0.03], [-0.09, -0.09, 0.35], [-0.08, 0.09, -0.10], [-0.03, -0.05, 0.06], [-0.18, -0.14, -0.48], [0.20, -0.06, 0.36], [-0.20, 0.08, -0.25], [0.21, -0.01, 0.26], [-0.25, 0.00, -0.25], [0.26, 0.07, 0.28], [-0.02, -0.07, -0.07], [-0.07, -0.05, -0.09], [0.02, -0.03, 0.09], [0.01, -0.03, 0.09], [-0.08, 0.03, -0.04], [-0.08, 0.03, -0.03], [0.06, 0.04, 0.07], [0.05, 0.06, 0.05], [0.02, 0.03, -0.09], [-0.03, -0.01, -0.11], [0.03, -0.02, 0.01], [0.14, 0.09, -0.01], [-0.03, -0.01, -0.02], [-0.20, -0.22, -0.31], [0.01, -0.17, 0.15], [-0.01, 0.02, -0.06], [-0.01, -0.03, -0.06], [-0.04, -0.02, -0.01], [-0.03, 0.09, 0.05], [-0.11, -0.09, -0.45], [-0.04, -0.11, 0.66], [0.17, 0.45, -0.14], [0.12, 0.28, 0.16], [-0.15, -0.37, -0.28], [0.08, 0.01, -0.06], [0.00, -0.01, 0.06], [-0.07, 0.06, -0.05]], "lumo_energy_ev": 0.5965, "gap_ev": 9.4, "energy_ev": -32731.7671, "smiles": "COc1nc(OC)nc(N2CCC(C(=O)NCC3CCCCC3)CC2)n1", "charge": 0, "relative_energy_kj_mol": 19.24}